[1]
Entry from the Open Molecules 2025 dataset: the molecule C7H6O2S (ωB97M-V with the def2-TZVPD basis set).

The value obtained for the HOMO-LUMO gap (spin up / spin down) is 6.241 / 6.416 eV. The calculated total energy is -22276.369 eV. For the energy above the lowest of the compared OMol25 structures with the same formula, charge and spin, the calculation gives 461.0 kJ/mol. As for the spin multiplicity: 3. For the HOMO energy (spin up / spin down), the calculation gives -5.8 / -9.2 eV.

Last column: Löwdin spin population.
CARTESIAN COORDINATES (ANGSTROEM)
1 C 0.970 2.059 0.603  0.0061
2 C -2.395 0.101 0.111  0.0126
3 C 0.973 0.731 0.346  0.0178
4 C -1.166 -0.291 -0.053  0.0097
5 C 2.104 1.522 -0.076  0.0118
6 C -2.019 -0.300 -1.289  0.0053
7 C 0.197 -0.527 0.465  0.0567
8 O 3.167 1.625 -0.595  0.0020
9 O 0.762 -1.602 -0.268  0.3690
10 S 2.300 -2.062 0.140  1.4005
11 H 0.410 2.860 1.030  0.0013
12 H -3.172 0.470 0.733  0.0010
13 H -2.360 -1.248 -1.686  0.0005
14 H -1.876 0.464 -2.045  0.0000
15 H 0.145 -0.790 1.539  0.0080
16 H 1.962 -3.010 1.045  0.0978

[2]
Entry from the Open Molecules 2025 dataset: the molecule C5H6N2O (ωB97M-V with the def2-TZVPD basis set).

The value obtained for the HOMO-LUMO gap is 9.272 eV. As for the SMILES: C[C@H]1[C@H]2C(=O)N=CN21. The calculated total energy is -10305.692 eV. For the energy above the lowest of the compared OMol25 structures with the same formula, charge and spin, the calculation gives 377.4 kJ/mol. For the HOMO energy, the calculation gives -9.3 eV.

Last column: Mulliken charge in e.
CARTESIAN COORDINATES (ANGSTROEM)
1 C 1.310 1.165 0.236  -1.0817
2 C 0.023 0.603 0.889  0.0892
3 C -1.212 0.203 0.267  -0.1603
4 C -1.148 -0.166 -1.282  0.4657
5 O -2.165 0.146 -1.859  -0.4758
6 N -0.390 -1.419 -1.458  -0.5117
7 C -0.016 -1.838 -0.306  0.0561
8 N -0.213 -0.901 0.690  -0.4793
9 H 1.436 2.358 0.287  0.2972
10 H 1.718 0.764 -0.805  0.3074
11 H 2.123 0.905 1.021  0.2919
12 H 0.151 0.890 1.858  0.3904
13 H -2.094 0.073 0.802  0.4021
14 H 0.476 -2.783 -0.341  0.4091

[3]
Entry from the Open Molecules 2025 dataset: C22H24N2O7ScSi as an isolated structure (ωB97M-V with the def2-TZVPD basis set).

As for the charge: +1. The value obtained for the HOMO-LUMO gap is 6.468 eV. The calculated total energy is -69092.422 eV. For the energy above the lowest of the compared OMol25 structures with the same formula, charge and spin, the calculation gives 0.0 kJ/mol. For the HOMO energy, the calculation gives -12.1 eV.

Last column: Mulliken charge in e.
CARTESIAN COORDINATES (ANGSTROEM)
1 Sc 0.277 -1.743 0.253  1.3846
2 C 3.418 -3.083 -1.961  -1.3001
3 C 3.314 -3.152 -0.481  0.2674
4 N 2.291 -2.734 0.251  -0.1453
5 C 2.619 -2.985 1.576  0.3856
6 C 3.850 -3.560 1.630  -0.1029
7 N 4.261 -3.656 0.327  0.0308
8 C 4.760 -4.062 2.702  0.5084
9 O 4.344 -3.958 3.942  -0.5189
10 O 5.823 -4.524 2.374  -0.5840
11 C 1.649 -2.632 2.647  0.8531
12 O 1.916 -2.821 3.818  -0.7941
13 O 0.540 -2.125 2.190  -0.6036
14 H 2.493 -2.687 -2.372  0.2539
15 H 3.591 -4.072 -2.384  0.3712
16 H 4.241 -2.435 -2.263  0.3398
17 H 5.155 -4.057 0.075  0.2487
18 H 3.440 -3.548 4.004  0.4505
19 C 1.396 3.119 -0.209  -1.7909
20 C 0.143 2.860 -1.068  1.9586
21 C -0.780 4.078 -0.954  -1.6111
22 C 0.569 2.635 -2.523  -1.7774
23 Si -0.601 1.301 -0.347  -0.2118
24 O 0.482 0.089 -0.305  -0.4752
25 C -2.033 0.597 -1.471  0.3647
26 C -2.212 -0.862 -1.557  0.9575
27 C -3.383 -1.426 -2.232  -0.3131
28 C -4.155 -0.628 -3.011  -0.8692
29 C -3.873 0.752 -3.042  -0.3786
30 C -2.848 1.341 -2.306  -0.4677
31 C -1.483 1.512 1.274  0.6759
32 C -0.933 1.005 2.454  -0.2731
33 C -1.596 1.144 3.666  -0.7792
34 C -2.819 1.796 3.714  -0.5083
35 C -3.382 2.309 2.552  -0.7709
36 C -2.719 2.166 1.345  -0.1467
37 H 1.899 4.021 -0.568  0.5026
38 H 2.105 2.292 -0.264  0.3132
39 H 1.140 3.282 0.841  0.3917
40 H -0.243 4.975 -1.276  0.4938
41 H -1.107 4.243 0.074  0.3997
42 H -1.670 4.002 -1.583  0.2646
43 H 1.117 3.506 -2.891  0.5151
44 H -0.285 2.486 -3.189  0.2984
45 H 1.230 1.770 -2.615  0.3089
46 H -1.446 -0.997 -2.381  0.2441
47 H -3.545 -2.492 -2.131  0.4831
48 H -4.991 -1.027 -3.567  0.4506
49 H -4.498 1.389 -3.657  0.4772
50 H -2.712 2.411 -2.367  0.2378
51 H 0.026 0.500 2.438  0.4284
52 H -1.155 0.744 4.569  0.4476
53 H -3.335 1.905 4.659  0.4106
54 H -4.336 2.819 2.591  0.4293
55 H -3.172 2.577 0.447  0.3557
56 O -0.985 -2.735 -0.984  -0.7126
57 O -1.792 -1.628 -0.457  -0.3685

[4]
Entry from the Open Molecules 2025 dataset: a 2-piece molecular cluster, C13H19F5NO6 overall (ωB97M-V with the def2-TZVPD basis set).

As for the charge: -1. The value obtained for the HOMO-LUMO gap is 6.308 eV. The calculated total energy is -41153.896 eV. For the HOMO energy, the calculation gives -4.1 eV.

Last column: Mulliken charge in e.
CARTESIAN COORDINATES (ANGSTROEM)
1 C -0.947 -2.509 0.804  -0.8863
2 C -0.325 -1.239 0.140  0.8204
3 O -0.188 -1.206 -1.055  -0.5807
4 O -0.029 -0.240 1.006  -0.3398
5 C 0.278 1.008 0.354  -0.2881
6 C -0.949 1.680 -0.353  -0.5966
7 C -2.090 2.111 0.641  -1.1606
8 C -3.008 0.935 1.127  1.5395
9 N -4.330 0.873 0.412  -0.5107
10 C -4.437 -0.316 -0.374  0.8737
11 F -3.435 -0.443 -1.293  -0.2930
12 F -4.466 -1.481 0.396  -0.3312
13 C -5.803 -0.320 -1.186  0.5824
14 F -5.631 0.469 -2.273  -0.2585
15 F -6.081 -1.578 -1.606  -0.2579
16 F -6.806 0.132 -0.406  -0.2569
17 C -3.191 1.106 2.694  0.0779
18 O -3.496 2.191 3.214  -0.7378
19 O -2.964 0.066 3.407  -0.7606
20 H -0.660 -2.497 1.885  0.2848
21 H -0.552 -3.445 0.362  0.3499
22 H -2.060 -2.435 0.772  0.0967
23 H 1.171 0.949 -0.311  0.1179
24 H 0.582 1.710 1.171  0.4170
25 H -1.339 1.096 -1.215  0.2932
26 H -0.549 2.638 -0.787  0.4114
27 H -1.692 2.713 1.494  0.4579
28 H -2.736 2.825 0.064  0.2944
29 H -2.531 -0.061 1.006  -0.7164
30 H -5.024 0.731 1.154  0.3528
31 O 3.296 1.020 0.599  -0.5370
32 C 4.233 0.435 0.129  0.8072
33 O 4.680 0.763 -1.100  -0.3596
34 C 5.886 0.257 -1.676  -0.4204
35 C 5.657 -1.088 -2.336  -0.9724
36 C 4.862 -0.727 0.855  -1.0392
37 H 6.690 0.230 -0.937  0.3699
38 H 6.186 0.982 -2.433  0.3094
39 H 5.334 -1.840 -1.615  0.2749
40 H 6.571 -1.441 -2.817  0.3567
41 H 4.870 -1.012 -3.088  0.3024
42 H 4.270 -1.624 0.670  0.2288
43 H 4.857 -0.507 1.922  0.3360
44 H 5.899 -0.911 0.582  0.3484

[5]
Entry from the Open Molecules 2025 dataset: a 2-piece molecular cluster, C25H42BrCl2N6O4P2S5 overall (ωB97M-V with the def2-TZVPD basis set).

As for the charge: +1. The value obtained for the HOMO-LUMO gap is 6.076 eV. The calculated total energy is -211559.205 eV. For the HOMO energy, the calculation gives -10.5 eV.

Last column: Mulliken charge in e.
CARTESIAN COORDINATES (ANGSTROEM)
1 C 0.624 0.905 4.196  -0.6391
2 C 1.582 -0.356 3.993  -0.1062
3 O 1.264 -1.233 2.873  -0.3324
4 C 1.099 -0.544 1.649  -0.8158
5 N 1.965 0.246 0.969  1.5199
6 C 3.378 0.507 1.400  -0.9204
7 C 4.183 -0.886 1.722  -0.6210
8 C 5.491 -1.070 0.750  -0.4678
9 S 7.011 -1.070 1.819  -0.2199
10 C 1.227 0.758 -0.260  -0.2676
11 P 2.266 1.315 -1.766  0.2418
12 S 3.412 2.846 -1.480  -0.2357
13 P 0.553 2.474 0.346  -0.0088
14 N 1.784 3.290 1.364  -0.4818
15 O 0.219 3.491 -1.030  -0.3023
16 C 0.118 -0.427 -0.541  1.9611
17 C -1.284 0.060 -1.230  -0.9694
18 C -1.267 -0.020 -2.849  -0.5442
19 S -2.822 0.820 -3.500  -0.1100
20 C -2.752 2.609 -3.099  0.4637
21 N -3.348 3.233 -1.941  -0.1114
22 N -3.142 4.569 -1.831  -0.4519
23 C -2.324 4.894 -3.004  0.2939
24 O -2.123 3.709 -3.762  -0.2187
25 C 1.034 -1.458 -1.360  -1.1506
26 C 0.640 -3.010 -1.360  0.3880
27 C -0.835 -3.382 -1.844  -1.2637
28 O 1.543 -3.637 -2.352  -0.6156
29 C -0.374 -0.765 0.966  -0.8836
30 Br -1.833 0.394 1.770  0.0275
31 C -0.993 -2.212 1.320  -0.3824
32 C -1.748 -2.338 2.736  -0.0854
33 C -1.630 -3.930 3.128  -0.7019
34 S -2.917 -4.483 4.344  -0.0387
35 C -4.600 -4.182 3.658  -0.0754
36 S -5.814 -3.839 4.788  -0.0826
37 N -4.964 -4.197 2.230  0.3011
38 C -5.144 -5.332 1.307  -0.1987
39 C -5.566 -4.711 -0.076  -0.3510
40 N -5.649 -3.239 0.047  -0.5109
41 C -5.275 -3.007 1.417  -0.1170
42 H 0.471 1.570 3.279  0.0529
43 H 1.091 1.589 5.009  0.3606
44 H -0.433 0.643 4.590  0.2291
45 H 2.671 0.044 3.964  0.1684
46 H 1.523 -0.999 4.950  0.3983
47 H 4.015 1.046 0.622  0.1897
48 H 3.433 1.156 2.359  0.3743
49 H 4.486 -0.883 2.830  0.6005
50 H 3.538 -1.818 1.542  0.0315
51 H 5.426 -2.096 0.244  0.3331
52 H 5.520 -0.292 -0.097  0.3154
53 H 6.734 -0.127 2.809  0.1291
54 H 3.044 0.245 -2.345  0.1900
55 H 1.314 1.688 -2.800  0.0546
56 H 1.907 2.739 2.239  0.1451
57 H 1.376 4.203 1.620  0.3411
58 H -0.768 3.607 -0.962  0.2715
59 H -1.526 1.161 -0.999  0.5848
60 H -2.154 -0.641 -0.918  0.3571
61 H -0.382 0.514 -3.336  0.1308
62 H -1.294 -1.082 -3.268  0.2561
63 H -1.911 5.941 -3.258  0.0841
64 H 2.136 -1.432 -0.985  0.3169
65 H 1.137 -1.186 -2.486  0.2771
66 H 0.937 -3.534 -0.367  0.3230
67 H -1.650 -2.625 -1.605  0.2479
68 H -1.080 -4.425 -1.401  0.2613
69 H -0.808 -3.541 -2.984  0.3578
70 H 2.416 -3.734 -1.901  0.3721
71 H -0.128 -2.958 1.352  0.1488
72 H -1.785 -2.440 0.519  0.1123
73 H -1.251 -1.788 3.603  0.0153
74 H -2.891 -2.163 2.671  0.3408
75 H -1.879 -4.468 2.127  0.2544
76 H -0.563 -4.245 3.389  0.3865
77 H -5.024 -6.439 1.549  0.3407
78 H -5.821 -5.239 -1.051  0.3363
79 H -5.269 -1.911 1.771  0.3485
80 Cl -0.780 7.416 -4.822  -0.1877
81 C 0.939 7.793 -4.549  -0.4192
82 C 1.848 6.653 -4.967  -0.5586
83 Cl 1.675 5.233 -3.905  -0.0607
84 H 1.069 8.043 -3.495  0.3143
85 H 1.165 8.683 -5.140  0.3410
86 H 2.891 6.970 -4.906  0.2989
87 H 1.648 6.336 -5.992  0.3190

[6]
Entry from the Open Molecules 2025 dataset: the molecule C9H9NS2 (ωB97M-V with the def2-TZVPD basis set).

The value obtained for the HOMO-LUMO gap (spin up / spin down) is 7.053 / 7.054 eV. The calculated total energy is -32636.119 eV. For the energy above the lowest of the compared OMol25 structures with the same formula, charge and spin, the calculation gives 142.6 kJ/mol. For the HOMO energy (spin up / spin down), the calculation gives -7.0 / -7.0 eV.

Last column: Mulliken charge in e.
CARTESIAN COORDINATES (ANGSTROEM)
1 C 0.126 -0.867 -2.966  -0.5746
2 C 0.631 -1.981 -2.227  -0.4099
3 C 0.086 0.329 -2.282  -0.5744
4 C 1.008 -1.851 -0.882  -0.4147
5 C 0.567 0.404 -0.945  0.0097
6 C 0.988 -0.647 -0.225  0.7526
7 C -1.306 2.019 2.664  -0.1426
8 C -2.020 1.865 1.539  -0.2417
9 C 1.336 -0.536 1.172  -1.4689
10 N -0.553 1.051 3.182  -0.5545
11 S -1.925 0.233 0.865  -0.0599
12 S -0.567 -0.336 2.307  0.2085
13 H -0.451 -0.986 -3.878  0.3503
14 H 0.642 -2.967 -2.693  0.3493
15 H -0.158 1.274 -2.600  0.4587
16 H 1.649 -2.554 -0.416  0.3181
17 H 0.741 1.330 -0.405  0.3434
18 H -1.350 2.967 3.255  0.3530
19 H -2.842 2.368 1.169  0.4224
20 H 1.764 -1.447 1.694  0.3212
21 H 1.635 0.331 1.669  0.5539